141
Properties=species:S:1:pos:R:3:forces:R:3 method="wB97M-V/def2-TZVPD" e_lumo_ev=-2.23 e_homo_ha=-0.292 e_tot_ha=-4883.72191 gap_ev=5.73 de_lowest_kj_mol=1438.0
N 1.688 -1.630 0.593 2.367 1.636 1.343
C 2.135 -0.302 1.049 -1.024 1.871 1.099
C 1.378 0.463 2.009 1.791 -1.305 -2.744
C 0.031 -0.194 2.536 0.444 0.300 0.563
C -0.692 0.550 3.752 -1.249 -0.316 -0.127
C -1.802 1.644 3.264 0.671 -0.636 0.899
N -2.844 0.956 2.438 -0.419 1.061 0.799
C -4.209 1.052 3.034 -2.133 -0.337 -1.238
C -5.097 2.254 2.396 -1.933 2.581 -0.874
C -6.163 2.029 1.268 -0.044 3.311 0.803
C -7.011 3.208 0.671 2.627 1.359 2.965
C -6.806 4.668 1.217 2.399 -3.164 1.774
C -5.769 4.891 2.350 -0.222 -3.157 -1.037
C -4.928 3.699 2.922 -2.276 -0.683 -2.426
O -3.980 3.903 3.988 -0.731 0.285 -2.315
C 1.993 1.869 2.412 -0.823 -0.854 2.263
O 2.016 2.176 3.626 0.115 -0.039 -4.119
C 2.598 2.748 1.215 1.902 -2.061 -1.804
C 2.404 4.312 1.003 -0.327 -0.720 -2.842
F 1.695 4.410 -0.258 1.310 -0.132 2.861
F 3.637 5.009 0.720 -2.769 -1.437 1.421
C 1.465 5.065 2.043 -2.706 1.677 -1.025
F 1.040 6.268 1.371 1.299 -2.736 1.548
F 0.230 4.358 2.269 3.226 1.082 -0.708
C 2.035 5.493 3.455 -1.547 1.543 2.891
F 1.718 6.887 3.641 0.984 -3.202 -0.533
F 1.344 4.850 4.539 1.673 1.125 -2.986
C 3.587 5.361 3.758 2.224 1.364 2.299
F 3.756 5.608 5.161 -0.476 -0.735 -3.496
F 4.273 6.449 3.129 -1.557 -3.345 1.111
F 4.178 4.115 3.517 -1.488 3.199 -0.055
C 3.333 1.986 0.244 -1.093 0.677 2.495
P 4.127 2.668 -1.325 -1.680 0.708 -3.181
O 3.128 3.050 -2.440 1.890 -0.726 2.750
C 3.476 0.384 0.464 0.433 -1.118 0.308
O 4.532 -0.248 0.230 -3.632 2.343 0.457
H 2.477 -2.070 0.079 -0.787 0.357 0.273
H 1.591 -2.185 1.461 -0.381 0.100 -0.760
H 0.252 -1.277 2.866 -0.216 1.661 -0.550
H -0.684 -0.272 1.636 1.039 0.128 1.379
H 0.001 0.980 4.548 -0.703 -0.484 -1.357
H -1.323 -0.259 4.291 0.983 1.271 -0.886
H -1.334 2.504 2.673 -0.504 -1.070 1.003
H -2.293 2.000 4.249 0.899 -0.138 -1.771
H -2.924 1.373 1.500 0.281 -0.271 0.703
H -4.781 0.089 2.736 0.838 1.489 0.527
H -4.236 1.089 4.173 0.380 0.174 -1.587
H -6.386 0.993 0.835 0.595 1.632 0.836
H -7.786 3.085 -0.150 1.353 -0.213 1.225
H -7.380 5.574 0.823 0.873 -1.648 0.578
H -5.592 5.924 2.807 -0.325 -1.678 -0.790
H -3.181 4.260 3.534 -0.710 -0.300 0.657
H 5.015 3.758 -0.961 -0.536 -0.968 0.126
H 4.962 1.620 -1.880 -0.288 0.533 1.160
O -6.320 2.004 -2.494 -4.482 0.649 -0.757
P -6.393 2.152 -4.024 8.732 -0.948 0.523
N -5.646 0.624 -4.280 -0.159 -1.842 -0.176
C -4.545 0.291 -5.161 0.084 0.351 -0.484
C -6.457 -0.542 -3.932 -0.368 0.330 0.535
N -5.183 3.386 -4.065 -0.040 0.719 0.258
C -3.959 3.354 -4.847 -0.174 0.287 -0.774
C -4.905 4.101 -2.815 -0.393 -0.135 0.230
N -6.564 2.364 -5.780 -3.508 1.046 0.955
C -7.194 3.682 -6.079 0.318 0.693 -0.184
C -7.423 1.384 -6.474 0.049 -0.665 -0.165
H -4.733 0.540 -6.212 0.106 0.076 -0.093
H -4.304 -0.776 -5.141 -0.368 0.045 0.194
H -3.624 0.781 -4.850 0.002 0.180 -0.072
H -7.282 -0.689 -4.638 -0.100 -0.278 -0.059
H -6.900 -0.424 -2.937 0.044 0.111 -0.109
H -5.876 -1.465 -3.898 0.103 0.226 -0.114
H -3.171 2.785 -4.342 0.020 -0.023 0.035
H -3.577 4.371 -4.999 -0.072 -0.020 0.155
H -4.106 2.954 -5.850 -0.100 -0.188 0.175
H -4.291 3.496 -2.137 -0.083 0.048 0.077
H -5.829 4.374 -2.301 0.180 -0.221 0.011
H -4.374 5.040 -2.999 0.039 -0.141 -0.339
H -8.196 3.746 -5.644 -0.087 0.026 -0.243
H -7.262 3.844 -7.158 -0.046 -0.274 0.038
H -6.608 4.515 -5.687 0.046 -0.323 0.133
H -8.400 1.291 -5.987 -0.016 -0.015 -0.227
H -6.969 0.397 -6.529 0.134 0.042 0.306
H -7.584 1.676 -7.516 0.053 0.259 0.224
O 7.651 -4.559 3.875 -3.993 0.615 -2.104
P 7.530 -3.031 3.745 7.650 -0.126 4.207
N 9.032 -2.912 2.914 0.917 -0.015 -1.548
C 10.135 -2.006 3.166 -0.132 0.522 0.260
C 9.049 -3.449 1.554 -0.461 -0.545 0.087
N 7.791 -2.763 5.434 -0.437 -0.146 0.651
C 8.815 -1.912 6.013 -0.307 0.769 0.014
C 7.578 -3.897 6.339 -0.235 -0.268 -0.314
N 7.296 -1.278 3.578 -3.455 -1.037 -0.999
C 6.020 -0.867 4.230 -0.129 0.285 0.696
C 7.182 -0.764 2.199 0.415 0.020 -0.560
H 9.854 -0.947 3.114 0.038 0.116 0.110
H 10.952 -2.138 2.451 -0.339 -0.222 -0.141
H 10.591 -2.194 4.135 -0.104 0.094 0.142
H 8.478 -2.821 0.861 0.079 0.026 -0.278
H 8.606 -4.450 1.526 -0.024 0.133 0.106
H 10.061 -3.554 1.155 -0.011 0.133 0.235
H 9.778 -2.427 6.083 0.037 -0.034 -0.008
H 8.533 -1.614 7.030 -0.054 -0.155 -0.030
H 8.946 -0.975 5.470 0.026 -0.205 -0.190
H 8.419 -4.600 6.302 -0.088 -0.063 0.005
H 6.660 -4.434 6.090 0.270 -0.004 -0.078
H 7.463 -3.567 7.376 0.116 0.323 -0.131
H 5.162 -1.357 3.758 -0.094 0.236 -0.071
H 5.886 0.216 4.175 0.114 -0.062 -0.238
H 6.002 -1.117 5.292 0.216 -0.163 -0.213
H 6.435 -1.322 1.624 0.012 0.264 -0.051
H 8.127 -0.797 1.661 0.092 -0.291 0.165
H 6.897 0.292 2.197 -0.134 -0.181 0.271
O -0.214 -4.151 -0.958 -3.496 1.218 2.613
P -1.419 -4.216 -1.914 6.147 -2.267 -5.818
N -1.104 -5.861 -2.310 -0.236 -1.745 0.368
C -1.043 -6.479 -3.620 -0.314 0.257 -0.443
C -1.359 -6.830 -1.246 0.188 0.401 0.561
N -0.671 -3.193 -3.092 0.192 0.744 -0.008
C -0.458 -3.519 -4.491 -0.711 0.195 -0.409
C 0.445 -2.355 -2.645 -0.133 0.025 0.489
N -2.857 -4.239 -2.954 -1.585 1.691 2.971
C -3.512 -2.901 -2.954 0.099 0.594 -0.468
C -3.932 -5.170 -2.559 -0.083 -0.690 0.002
H -1.963 -6.360 -4.204 -0.007 0.047 -0.156
H -0.857 -7.555 -3.562 -0.089 0.143 0.395
H -0.211 -6.092 -4.204 -0.054 0.171 -0.088
H -2.431 -6.954 -1.056 -0.105 -0.258 0.087
H -0.899 -6.505 -0.306 -0.058 0.086 -0.134
H -0.941 -7.815 -1.463 0.009 0.173 -0.206
H 0.447 -4.119 -4.634 0.038 -0.032 0.011
H -0.335 -2.603 -5.082 0.068 0.023 0.157
H -1.307 -4.034 -4.942 0.069 -0.151 0.227
H 1.366 -2.943 -2.540 0.026 0.044 0.077
H 0.221 -1.879 -1.688 0.124 -0.253 -0.085
H 0.646 -1.541 -3.347 -0.231 -0.192 -0.236
H -3.843 -2.625 -1.948 -0.256 0.025 -0.107
H -4.372 -2.890 -3.627 0.022 -0.300 0.114
H -2.843 -2.116 -3.310 0.128 -0.281 0.121
H -4.205 -5.044 -1.505 -0.180 -0.044 -0.132
H -3.664 -6.212 -2.724 0.319 0.068 0.090
H -4.828 -5.013 -3.167 0.197 0.283 0.049